(1)
Molecular formula: C16H22N4O5
Method: DFT, ωB97M-V with the def2-TZVPD basis set

```
47
Properties=species:S:1:pos:R:3:forces:R:3:mulliken_charge:R:1
O 4.3457 -0.2115 -3.9140 -0.5 0.0 -0.3 -0.691
O 0.7213 -0.1140 3.3639 1.3 -0.9 0.1 -0.645
O -2.4078 1.9464 1.2977 0.0 0.3 0.5 -0.769
O 0.8119 1.4573 -1.8576 -0.1 1.3 -1.3 -0.778
O -2.4071 -2.0526 2.9604 0.1 -0.3 0.4 -0.596
C 3.6642 -0.1098 -2.9002 3.9 0.8 -0.6 0.602
C -0.0855 0.7668 3.1618 0.2 -0.4 -0.5 0.308
C -1.5306 1.8885 0.4486 0.0 -0.7 0.5 0.405
C 1.0964 0.5842 -1.0784 -0.6 -0.7 0.3 0.506
C -2.2177 -1.2936 0.6666 -0.6 -0.1 0.3 -0.198
C -0.6160 -2.8239 1.5937 -0.1 0.4 -0.3 -0.653
C -1.5424 -1.2752 -0.5573 0.4 -0.7 0.7 -0.270
C 0.0897 -2.7816 0.3843 -0.3 0.4 0.4 -0.365
C -1.7570 -2.0578 1.7635 -0.1 0.4 -1.9 0.617
C -0.3431 -2.0052 -0.7004 -0.4 0.3 1.3 -0.008
N -1.3411 0.6502 3.5619 -0.9 0.5 0.4 -0.343
N -1.8452 1.8333 -0.8496 1.7 -0.1 -1.8 0.030
N 0.7516 0.6692 0.2258 -0.1 0.7 0.5 0.088
N 2.4689 -0.6366 -2.8168 -2.9 -1.0 0.8 -0.046
C 4.3107 0.6008 -1.7045 -1.4 -0.7 0.0 -0.875
C -3.1844 1.8565 -1.4466 0.6 1.2 0.6 -1.044
C 0.3118 1.9727 2.3631 -0.9 0.2 -1.0 -1.205
C 0.5855 -1.7861 -1.8421 -0.2 -0.6 -0.5 -1.521
C 0.0224 1.8298 0.8269 -0.5 -0.2 -0.2 -0.260
C 1.6974 -0.7469 -1.5822 0.2 -0.5 0.4 -0.065
H -3.3592 -2.0262 2.8392 -0.1 0.1 -0.2 0.344
H -3.1537 -0.7193 0.8213 0.7 -0.3 -0.3 0.000
H -0.2890 -3.3826 2.4455 0.4 -0.4 0.2 0.401
H -1.9042 -0.6666 -1.3762 0.0 -0.1 0.1 0.480
H 1.0506 -3.2916 0.3507 -0.2 -0.1 -0.2 0.361
H -1.6316 -0.2545 3.8946 0.0 0.0 0.0 0.331
H -1.9934 1.2557 3.1006 -0.5 0.1 -0.1 0.304
H -1.0405 1.8785 -1.5088 -0.8 -0.1 0.7 0.306
H 0.9194 -0.1334 0.8045 0.0 -0.2 0.5 0.253
H 2.0843 -1.0903 -3.6595 0.5 0.5 0.7 0.287
H 4.2245 -0.0401 -0.8135 -0.1 0.6 0.0 0.298
H 5.3543 0.7566 -1.9013 0.3 0.1 -0.3 0.351
H 3.7915 1.5582 -1.6126 0.1 -0.1 0.5 0.192
H -3.4957 2.9155 -1.4906 -0.3 -0.5 -0.1 0.336
H -3.1821 1.4460 -2.4510 0.3 0.0 -0.1 0.366
H -3.8781 1.2903 -0.8582 -0.3 -0.2 0.5 0.361
H -0.1921 2.8711 2.7359 0.1 -0.1 -0.2 0.434
H 1.3729 2.0644 2.4938 0.5 0.2 0.0 0.443
H 1.0142 -2.7754 -2.1152 0.1 0.8 0.0 0.521
H 0.0075 -1.4379 -2.6938 -0.1 0.1 -0.3 0.530
H 0.3891 2.7499 0.3846 0.5 0.0 -0.3 0.462
H 2.3116 -1.1292 -0.7583 0.2 -0.1 -0.2 0.416
```
Positions in Å, forces in eV/Å.

Calculated values
**HOMO energy**: -9.07 eV
**HOMO-LUMO gap**: 9.537 eV
**M**: 350.37 g/mol
**Charge**: 0

---

(2)
Molecular formula: C26H24F4N4O11P2
Method: DFT, ωB97M-V with the def2-TZVPD basis set

```
71
Properties=species:S:1:pos:R:3:forces:R:3:mulliken_charge:R:1
O 3.3441 4.5755 -1.6320 -0.2 0.0 -0.5 -0.597
P 3.6430 3.9977 -2.9547 0.8 0.9 1.3 0.990
O 3.7255 5.1272 -4.1016 -0.4 -1.0 0.3 -0.455
O 5.0778 3.2597 -2.9794 -0.8 0.1 -0.4 -0.502
P 2.3097 2.4177 -3.6101 0.7 -0.8 -1.7 -0.358
C 0.6410 3.2454 -3.7382 -0.1 0.5 1.3 0.653
F -0.2745 2.2497 -3.6202 0.1 -0.3 0.0 -0.246
F 0.4803 3.8045 -4.9421 0.1 0.1 -0.4 -0.257
C 0.3100 4.3061 -2.6421 -0.7 -0.5 0.0 0.165
F 0.6569 5.5190 -3.0824 0.4 0.3 0.0 -0.230
F -1.0392 4.3176 -2.4604 -0.1 0.0 0.0 -0.290
H 4.0005 4.7448 -4.9463 0.1 0.2 -0.1 0.334
H 5.6245 3.6688 -2.2933 0.2 0.0 0.1 0.345
H 2.2079 1.6025 -2.4636 -0.2 0.6 0.3 0.111
H 0.7667 4.0808 -1.6792 0.2 0.1 -0.1 0.306
C -4.2145 1.3741 -2.8838 0.0 0.0 0.0 -0.560
C -5.2817 0.5656 -2.5136 0.1 0.0 0.0 -0.398
C -5.1521 -0.8135 -2.5452 -0.2 0.0 0.1 -0.427
C -3.9464 -1.3617 -2.9464 0.0 0.3 0.0 0.136
C -2.8745 -0.5713 -3.3239 0.2 0.0 -0.1 -0.507
C -3.0135 0.8071 -3.2918 -0.1 0.0 0.0 -0.250
N -3.7976 -2.8216 -2.9627 0.0 -0.1 0.0 1.024
O -4.7576 -3.4939 -2.6435 -0.1 0.0 0.0 -0.588
O -2.7188 -3.2794 -3.2858 0.0 0.0 0.0 -0.612
H -4.3174 2.4510 -2.8532 0.0 0.0 0.0 0.414
H -6.2155 1.0097 -2.1976 0.0 0.0 0.0 0.381
H -5.9792 -1.4459 -2.2587 0.1 -0.1 0.0 0.454
H -1.9426 -1.0175 -3.6384 -0.1 -0.1 0.0 0.460
H -2.1861 1.4398 -3.5816 -0.2 -0.1 0.0 0.507
C -3.9865 -6.8269 -0.9736 0.0 0.0 0.0 -0.420
C -4.3828 -7.8684 -0.1443 0.1 0.1 0.0 -0.429
C -4.1324 -7.8072 1.2172 -0.1 -0.2 0.0 -0.442
C -3.4878 -6.6942 1.7279 -0.1 0.0 -0.3 0.139
C -3.0811 -5.6498 0.9152 0.1 0.1 0.0 -0.454
C -3.3335 -5.7217 -0.4450 0.0 -0.1 0.0 -0.183
N -3.2374 -6.6153 3.1718 0.0 0.0 0.1 1.026
O -3.5834 -7.5528 3.8604 0.0 0.0 0.0 -0.607
O -2.6941 -5.6144 3.5995 0.0 0.0 0.0 -0.616
H -4.1882 -6.8735 -2.0356 0.0 0.0 0.0 0.421
H -4.8902 -8.7287 -0.5584 0.0 0.0 0.0 0.375
H -4.4386 -8.6148 1.8652 0.0 0.1 0.1 0.454
H -2.5766 -4.7902 1.3306 0.0 -0.1 0.1 0.442
H -3.0257 -4.9154 -1.0957 0.0 0.0 0.0 0.287
C 1.8684 9.5988 -0.0591 0.0 0.0 0.0 -0.470
C 2.9567 10.1831 0.5771 -0.1 -0.1 -0.1 -0.423
C 4.2041 9.5840 0.5095 0.1 0.2 0.1 -0.442
C 4.3403 8.4052 -0.2027 -0.3 0.2 0.0 -0.058
C 3.2673 7.8040 -0.8369 -0.1 -0.1 -0.2 -0.094
C 2.0231 8.4101 -0.7607 0.0 0.1 0.1 -0.434
N 5.6621 7.7727 -0.2976 0.0 0.0 0.0 1.029
O 6.5877 8.2941 0.2904 0.0 0.0 0.0 -0.611
O 5.7451 6.7628 -0.9651 0.2 -0.1 -0.1 -0.598
H 0.8964 10.0720 -0.0073 0.0 0.0 0.0 0.381
H 2.8336 11.1073 1.1246 0.0 0.0 0.0 0.373
H 5.0531 10.0338 1.0026 0.1 -0.1 0.0 0.446
H 3.3918 6.8761 -1.3782 0.1 0.0 0.1 0.472
H 1.1739 7.9542 -1.2514 0.0 0.0 0.0 0.430
C 0.2788 -6.6027 5.2488 0.0 0.0 0.0 -0.267
C 1.2824 -7.1213 6.0570 -0.1 0.1 -0.1 -0.523
C 2.4379 -6.3911 6.2865 0.0 -0.2 0.1 -0.352
C 2.5675 -5.1439 5.7014 -0.2 -0.1 0.0 0.062
C 1.5802 -4.6141 4.8892 -0.1 0.1 -0.1 -0.552
C 0.4299 -5.3531 4.6627 0.0 -0.1 0.0 -0.181
N 3.7817 -4.3571 5.9575 0.1 0.0 0.0 1.005
O 4.6402 -4.8551 6.6571 0.0 0.0 0.0 -0.608
O 3.8561 -3.2542 5.4546 0.0 0.0 0.0 -0.608
H -0.6264 -7.1711 5.0766 0.0 0.0 0.0 0.371
H 1.1635 -8.0950 6.5121 0.0 0.0 0.0 0.375
H 3.2204 -6.7907 6.9140 0.1 0.1 0.0 0.441
H 1.7001 -3.6402 4.4385 0.1 0.0 0.1 0.431
H -0.3544 -4.9551 4.0350 0.0 0.0 0.0 0.409
```
Positions in Å, forces in eV/Å.

Calculated values
**HOMO energy**: -9.89 eV
**HOMO-LUMO gap**: 9.136 eV
**M**: 706.44 g/mol
**Charge**: 0

---

(3)
Molecular formula: C48H41F12N4O4SSbTl
Method: DFT, ωB97M-V with the def2-TZVPD basis set

```
112
Properties=species:S:1:pos:R:3:forces:R:3:mulliken_charge:R:1
Tl 1.2051 -0.7086 3.5077 0.0 0.1 0.2 1.260
C 5.5513 1.3111 -1.6303 0.0 0.0 0.1 -2.122
C 4.5185 0.9796 -0.5836 0.2 -0.1 0.2 1.795
C 3.1409 1.2394 -0.9789 -0.3 0.0 0.2 -0.641
C 2.0866 1.4247 -0.1754 0.2 0.2 -0.4 -0.478
C 2.0652 1.5254 1.2753 -0.7 0.4 0.3 0.499
N 1.1018 2.0292 1.9277 0.7 0.0 0.3 -0.057
C 0.1746 2.9521 1.4862 -0.5 0.2 -0.3 -0.496
C 0.6579 4.1757 0.9969 0.1 -0.3 0.0 0.028
C -0.1897 5.2349 0.7431 -0.1 0.0 -0.1 -1.033
C -1.5556 5.1164 0.9574 0.0 0.1 0.0 0.230
C -2.4778 6.2835 0.7173 0.1 -0.1 0.1 -1.813
C -2.0458 3.9033 1.4257 0.2 0.1 -0.1 0.135
C -1.2208 2.8117 1.6679 0.4 -0.4 0.0 -0.830
C -1.7292 1.4404 2.2009 -0.3 0.0 0.1 1.405
O -0.8415 0.4700 2.1733 -0.3 -0.2 0.0 -0.671
C -3.0381 0.9866 1.4067 -0.3 -0.1 -0.6 0.052
F -2.7426 0.3465 0.2391 0.3 0.0 0.7 0.089
F -3.9070 1.9549 1.0056 0.0 0.0 0.2 -0.318
F -3.7857 0.1255 2.1278 0.2 -0.1 -0.1 -0.243
C -2.2326 1.7126 3.6709 -0.2 0.1 0.1 0.399
F -3.3521 2.4983 3.7114 0.1 -0.1 0.0 -0.293
F -2.5401 0.5906 4.3420 0.1 0.1 0.0 -0.204
F -1.2991 2.3521 4.3964 0.0 -0.1 -0.1 -0.254
C 3.9567 0.0290 1.6983 0.5 0.0 0.4 0.911
C 4.8876 0.4483 0.5880 -0.2 0.1 -0.3 -2.005
C 4.6667 -0.1869 3.1810 0.2 0.3 -0.2 1.548
O 3.8392 -0.6423 4.0796 -0.2 -0.1 -0.2 -1.120
C 5.2465 1.2242 3.6312 0.1 0.2 0.2 0.337
F 5.8014 1.9814 2.6417 -0.1 -0.2 0.1 -0.294
F 6.2322 1.0673 4.5506 -0.1 0.0 -0.1 -0.329
F 4.3150 1.9802 4.2131 0.1 -0.1 -0.1 -0.228
C 5.9113 -1.1426 3.0628 0.2 -0.1 0.2 0.262
F 6.3365 -1.5243 4.2727 0.0 0.0 -0.2 -0.275
F 7.0018 -0.6120 2.4293 -0.2 0.0 0.1 -0.342
F 5.6279 -2.2850 2.3909 0.0 0.2 0.1 -0.179
H 5.6178 2.3924 -1.7740 0.0 0.0 -0.1 0.339
H 5.2735 0.8658 -2.5891 0.0 0.0 0.0 0.405
H 6.5360 0.9486 -1.3383 0.0 0.0 0.0 0.400
H 2.9708 1.3157 -2.0497 -0.1 -0.1 0.0 0.452
H 1.1192 1.6215 -0.6186 -0.1 0.0 0.0 0.577
H 1.7285 4.2834 0.8686 0.0 0.0 0.0 0.561
H 0.2256 6.1764 0.3979 0.0 0.0 -0.1 0.353
H -2.0620 6.9649 -0.0270 0.0 0.0 0.0 0.392
H -2.6241 6.8527 1.6387 -0.1 0.0 0.0 0.405
H -3.4556 5.9451 0.3715 0.0 0.0 0.0 0.321
H -3.1077 3.8208 1.6023 0.1 0.0 0.0 0.526
H 5.9453 0.3142 0.7631 0.0 0.0 0.0 0.301
C 2.7287 -4.6915 0.4752 -0.1 0.1 0.1 -1.305
C 2.4942 -3.3899 1.1910 -0.1 -0.4 -0.1 0.017
N 1.5908 -3.2437 2.0760 0.0 0.4 0.0 0.230
O 0.8486 -4.3530 2.3367 -0.1 -0.1 0.0 -0.495
C 3.3805 -2.2212 0.9092 0.1 0.8 0.0 0.375
C 4.4683 -2.4688 -0.1048 0.0 -0.1 0.1 -1.678
N 3.1506 -1.1412 1.5378 -0.5 -0.3 -0.1 0.380
O 3.0927 1.1207 2.0531 0.2 -0.4 -0.3 -0.697
H 2.0156 -5.4253 0.8373 0.1 0.0 -0.1 0.441
H 3.7406 -5.0534 0.6597 0.0 0.0 0.0 0.313
H 2.5931 -4.5677 -0.6006 0.1 0.0 0.0 0.244
H 0.0458 -4.0183 2.8214 0.1 -0.1 -0.1 0.610
H 4.0102 -2.6105 -1.0868 0.0 0.0 0.0 0.394
H 5.0299 -3.3666 0.1488 0.0 0.0 -0.1 0.375
H 5.1543 -1.6350 -0.1584 0.0 -0.1 -0.1 0.357
S -0.1624 -1.5650 -0.9155 -0.1 0.2 0.2 -0.454
Sb -1.2083 -0.2629 -2.4121 0.0 -0.2 -0.9 1.448
C -2.5651 -1.5155 -3.4961 0.1 0.1 0.2 0.430
C -2.7650 -2.8062 -3.0241 0.0 0.0 0.0 -0.695
C -3.5282 -3.7029 -3.7584 0.0 0.0 0.0 -0.628
C -4.0841 -3.3115 -4.9685 0.0 0.0 0.0 -0.403
C -3.8832 -2.0217 -5.4409 0.0 0.1 -0.1 -0.692
C -3.1241 -1.1224 -4.7057 0.0 0.0 0.0 -0.269
C -2.3031 1.5817 -2.3833 0.3 -0.4 0.3 0.425
C -3.6901 1.5101 -2.3765 0.0 -0.1 0.0 -0.651
C -4.4379 2.6692 -2.2545 0.0 0.0 0.0 -0.651
C -3.8007 3.8967 -2.1431 0.0 0.0 0.0 -0.448
C -2.4169 3.9678 -2.1690 0.1 0.0 0.0 -0.776
C -1.6629 2.8082 -2.2796 0.1 0.0 0.0 -0.221
C 0.2157 0.1089 -3.9687 -0.1 0.1 0.3 0.715
C 0.1109 1.1505 -4.8809 -0.1 0.0 0.0 -0.437
C 1.0931 1.3240 -5.8486 0.0 0.0 -0.1 -0.602
C 2.1762 0.4589 -5.9068 0.0 0.0 0.0 -0.511
C 2.2801 -0.5852 -4.9962 0.0 0.0 -0.1 -0.555
C 1.3020 -0.7561 -4.0290 0.0 0.0 0.1 -0.800
H -2.3030 -3.1018 -2.0875 0.0 0.0 0.0 0.311
H -3.6768 -4.7116 -3.3939 0.0 0.0 0.0 0.399
H -4.6700 -4.0121 -5.5502 0.0 0.0 0.0 0.371
H -4.3075 -1.7190 -6.3903 0.0 0.0 0.0 0.372
H -2.9663 -0.1157 -5.0784 0.0 0.0 0.0 0.365
H -4.1828 0.5476 -2.4502 0.0 0.0 0.0 0.414
H -5.5185 2.6132 -2.2239 0.0 0.0 0.0 0.397
H -4.3844 4.8008 -2.0236 0.0 0.0 0.0 0.363
H -1.9138 4.9200 -2.0766 0.0 0.0 0.0 0.403
H -0.5815 2.8739 -2.2860 0.0 0.0 0.1 0.365
H -0.7310 1.8333 -4.8352 0.0 0.0 0.0 0.361
H 1.0140 2.1403 -6.5561 0.0 0.0 0.0 0.400
H 2.9425 0.6024 -6.6584 0.0 0.0 0.0 0.380
H 3.1288 -1.2574 -5.0357 0.0 0.0 0.0 0.436
H 1.3736 -1.5518 -3.2946 0.1 0.0 0.0 0.300
C -5.9060 -3.5848 3.6027 0.1 0.1 0.0 -1.472
C -4.4102 -3.6456 3.4810 0.1 -0.1 0.0 1.056
C -3.6276 -4.2243 4.4759 0.0 0.0 0.0 -0.619
C -2.2546 -4.2657 4.3140 0.0 -0.1 0.0 -0.642
N -1.6330 -3.7607 3.2526 0.1 0.0 0.1 -0.335
C -2.3717 -3.1799 2.3098 0.1 0.1 0.0 -0.350
C -3.7530 -3.1142 2.3788 -0.1 0.0 0.0 -0.710
H -6.2805 -4.3972 4.2245 0.0 0.0 0.0 0.412
H -6.3752 -3.6379 2.6211 0.0 0.0 0.0 0.367
H -6.1966 -2.6387 4.0642 -0.1 0.0 0.0 0.278
H -4.0849 -4.6401 5.3650 0.0 0.0 0.0 0.391
H -1.6163 -4.7389 5.0524 0.0 0.0 0.1 0.408
H -1.8224 -2.7479 1.4803 -0.1 0.0 -0.1 0.704
H -4.3156 -2.6415 1.5841 0.1 0.0 0.0 0.330
```
Positions in Å, forces in eV/Å.

Calculated values
**HOMO energy**: -5.09 eV
**HOMO-LUMO gap**: 7.072 eV
**M**: 1324.07 g/mol
**Charge**: -1

---

(4)
Molecular formula: C6H6
Method: DFT, ωB97M-V with the def2-TZVPD basis set

```
12
Properties=species:S:1:pos:R:3:forces:R:3:mulliken_charge:R:1
C -1.5631 1.0679 -0.5399 -0.4 0.1 -0.1 -0.707
C 0.9326 0.3275 0.0250 0.2 0.1 0.0 -0.635
C -0.5142 0.4227 0.2729 -0.2 0.0 0.0 0.274
C -1.7005 0.1737 0.7078 0.3 0.0 -0.1 -0.435
C 1.5274 -1.0057 0.1408 0.3 -0.4 0.0 -0.401
C 2.0355 -2.0954 0.1933 -0.2 0.4 0.0 0.182
H -1.6986 0.6647 -1.5545 -0.3 0.0 0.4 0.221
H -1.6602 2.1596 -0.5119 -0.3 -0.3 0.3 0.205
H 0.9753 0.7090 -1.0019 0.7 -0.3 0.1 0.281
H 1.4626 1.0526 0.6514 0.1 -0.1 0.0 0.266
H -2.2943 -0.4185 1.3990 0.0 0.4 -0.4 0.353
H 2.4975 -3.0581 0.2181 -0.1 0.2 0.0 0.396
```
Positions in Å, forces in eV/Å.

Calculated values
**HOMO energy**: -9.36 eV
**HOMO-LUMO gap**: 10.390 eV
**M**: 78.11 g/mol
**Charge**: 0